1.
{
  "formula": "C22H15Br3CoN4",
  "method": "ωB97M-V/def2-TZVPD",
  "elements": ["Co", "Br", "C", "C", "C", "C", "C", "C", "N", "C", "C", "C", "C", "C", "C", "N", "H", "H", "H", "H", "H", "H", "H", "H", "H", "Br", "C", "C", "C", "N", "C", "C", "C", "C", "C", "Br", "C", "C", "N", "H", "H", "H", "H", "H", "H"],
  "xyz": [[0.03543, 0.21422, 0.19081], [-6.59798, -2.48697, 0.61016], [-4.67961, -2.42861, 0.70035], [-4.08231, -1.76650, -0.41721], [-2.76382, -1.42131, -0.32410], [-2.02275, -1.79818, 0.82135], [-2.59691, -2.49648, 1.85708], [-3.97281, -2.81087, 1.81270], [-0.64114, -1.42839, 0.89661], [0.18123, -2.06911, 1.74083], [1.40712, -1.46350, 2.04361], [2.42260, -1.92307, 2.95318], [3.64191, -1.31577, 2.98411], [3.83264, -0.15052, 2.24070], [2.84256, 0.28465, 1.36832], [1.62006, -0.31689, 1.32538], [-4.70490, -1.53222, -1.25878], [-2.32890, -0.87230, -1.16119], [-2.01068, -2.76338, 2.70711], [-4.45625, -3.35910, 2.61587], [-0.13637, -2.97196, 2.23625], [2.17275, -2.74272, 3.66326], [4.44156, -1.82876, 3.50795], [4.83472, 0.25827, 2.27734], [2.97082, 1.19740, 0.83203], [1.25250, 6.44305, -0.73826], [0.80732, 4.66414, -0.36195], [0.18997, 4.21980, 0.80073], [-0.19463, 2.89281, 0.88487], [-0.08248, 2.00629, -0.11757], [0.39177, 2.45658, -1.28313], [0.88295, 3.76643, -1.42834], [0.52280, 1.35048, -2.26077], [0.95000, 1.38735, -3.59644], [0.96054, 0.26305, -4.44133], [1.71173, 0.31125, -6.19326], [0.45299, -0.93499, -3.85955], [0.22138, -0.94575, -2.51233], [0.17043, 0.10736, -1.73594], [0.09946, 4.81521, 1.70468], [-0.60021, 2.52781, 1.82892], [1.35979, 4.09637, -2.35375], [1.16558, 2.32788, -4.06218], [0.33361, -1.86062, -4.48764], [-0.00449, -1.90244, -2.01048]],
  "forces_ev_per_a": [[0.70, -1.49, 0.00], [2.11, -0.28, 0.37], [-2.94, 0.90, -1.66], [0.45, -0.14, 0.74], [-0.41, 0.18, -0.67], [1.74, 0.24, -0.81], [-2.54, -0.84, 0.43], [2.04, -0.45, 1.31], [-0.96, -2.17, 1.95], [-2.63, 0.75, -0.87], [3.11, 1.43, 0.69], [-2.98, -1.15, -0.29], [0.51, 0.42, -0.38], [0.85, -1.38, -0.02], [-1.76, -0.53, 1.35], [2.10, 0.04, -0.03], [0.01, 0.16, -0.32], [0.17, -0.18, 0.37], [-0.03, -0.16, 0.53], [0.11, 0.17, -0.01], [0.14, -0.35, -0.01], [0.36, 0.38, -0.90], [0.03, 0.55, 0.31], [-0.21, 0.51, -0.23], [-0.03, 0.37, -0.57], [0.10, -0.36, 0.52], [-0.84, 0.20, -0.92], [0.33, -0.31, 0.76], [-0.01, 0.53, 0.50], [-0.62, 3.35, 0.99], [1.31, 0.54, -0.76], [-0.06, -0.97, -0.43], [-0.23, -2.00, -1.44], [-0.50, 0.67, 0.29], [-0.35, -1.08, 0.85], [-0.73, 0.05, 1.20], [1.04, -0.08, -2.39], [-0.95, -1.79, 0.13], [1.20, 2.33, -0.73], [-0.08, 0.19, -0.34], [0.03, 0.02, -0.25], [-0.31, -0.25, 0.20], [0.38, 0.46, 0.05], [0.30, 1.05, 0.90], [0.05, 0.45, -0.40]],
  "lowdin_spin": [2.625, 0.356, 0.177, 0.073, 0.009, 0.154, 0.021, 0.092, 0.039, 0.070, 0.001, 0.038, 0.001, 0.035, 0.026, 0.067, 0.001, -0.001, -0.001, 0.001, 0.003, 0.001, 0.000, 0.001, 0.001, 0.007, 0.011, 0.002, 0.021, 0.050, 0.016, 0.001, 0.008, 0.003, 0.005, 0.003, 0.001, 0.013, 0.063, 0.000, 0.004, 0.000, 0.000, 0.000, 0.002],
  "homo_energy_ev": [-17.427, -17.386],
  "multiplicity": 5,
  "charge": 3
}

---

2.
{
  "formula": "C50H83N19O28S2",
  "method": "ωB97M-V/def2-TZVPD",
  "elements": ["C", "N", "O", "O", "H", "H", "H", "C", "N", "O", "O", "H", "H", "H", "C", "N", "O", "O", "H", "H", "H", "C", "N", "O", "O", "H", "H", "H", "C", "N", "O", "O", "H", "H", "H", "C", "N", "O", "O", "H", "H", "H", "C", "N", "O", "O", "H", "H", "H", "C", "N", "O", "O", "H", "H", "H", "C", "N", "O", "O", "H", "H", "H", "C", "N", "O", "O", "H", "H", "H", "C", "C", "O", "S", "O", "O", "O", "H", "H", "H", "H", "C", "C", "O", "S", "O", "O", "O", "H", "H", "H", "H", "N", "C", "C", "C", "C", "H", "H", "H", "H", "H", "N", "C", "C", "C", "C", "H", "H", "H", "H", "H", "N", "C", "C", "C", "C", "H", "H", "H", "H", "H", "N", "C", "C", "C", "C", "H", "H", "H", "H", "H", "N", "C", "C", "C", "C", "H", "H", "H", "H", "H", "N", "C", "C", "C", "C", "H", "H", "H", "H", "H", "N", "C", "C", "C", "C", "H", "H", "H", "H", "H", "N", "C", "C", "C", "C", "H", "H", "H", "H", "H", "N", "C", "C", "C", "C", "H", "H", "H", "H", "H"],
  "xyz": [[1.00775, -5.17160, -0.17621], [1.83051, -6.38622, 0.13813], [2.61677, -6.31791, 1.12811], [1.58924, -7.41393, -0.53064], [-0.04655, -5.33748, 0.04523], [0.85359, -5.05782, -1.24923], [1.19674, -4.27178, 0.40920], [1.47385, -4.56932, 4.16676], [0.11635, -4.91244, 3.62417], [0.06865, -5.44086, 2.54092], [-0.84634, -4.78676, 4.33628], [2.16873, -5.35342, 3.86603], [1.35063, -4.36946, 5.23117], [1.81070, -3.62185, 3.74612], [-1.97145, 0.82691, 5.17306], [-2.42667, 1.33623, 6.46462], [-1.60071, 1.63367, 7.25382], [-3.61143, 1.40143, 6.67798], [-0.99906, 1.21595, 4.87103], [-2.68728, 1.00064, 4.36963], [-2.13084, -0.23423, 5.36459], [2.07247, 3.46771, 4.60595], [0.60163, 3.48907, 4.36792], [0.12540, 2.76570, 3.52750], [-0.13117, 4.14500, 5.06975], [2.25749, 2.86890, 5.49774], [2.55098, 4.43874, 4.73334], [2.49006, 2.96395, 3.73420], [-6.30455, 1.35917, 3.46609], [-7.41204, 1.75987, 2.56792], [-7.75537, 0.99646, 1.65238], [-7.91353, 2.85919, 2.76482], [-6.19599, 0.27575, 3.51607], [-6.31410, 1.85035, 4.43910], [-5.53066, 1.84034, 2.86803], [5.60225, 2.28598, 1.52334], [4.79903, 1.82965, 2.69818], [5.09584, 2.23132, 3.80441], [3.81240, 1.12420, 2.49857], [5.82171, 1.38785, 0.94602], [6.58413, 2.67928, 1.78662], [5.01521, 2.89207, 0.83331], [-3.30853, 4.21869, -2.22303], [-1.97557, 3.94366, -1.72602], [-1.26646, 3.30286, -2.55072], [-1.56936, 4.30978, -0.67764], [-3.04064, 4.89880, -3.03160], [-4.09025, 4.61736, -1.57645], [-3.69569, 3.29137, -2.64527], [4.58956, -1.76938, 5.04271], [5.26220, -0.80287, 5.95438], [6.44457, -0.79769, 6.00365], [4.57772, 0.08532, 6.35023], [5.11252, -2.72135, 4.95125], [4.48434, -1.23883, 4.09638], [3.66622, -2.01768, 5.56606], [-2.18039, -6.73902, -2.99443], [-2.42699, -5.27606, -2.80759], [-1.65096, -4.66489, -2.02703], [-3.36116, -4.72118, -3.52668], [-1.96080, -7.05742, -1.97537], [-1.20175, -6.81477, -3.46838], [-2.97965, -7.21907, -3.55908], [5.78039, -2.95709, -4.53489], [5.52924, -1.58586, -3.88711], [6.27478, -0.67366, -4.13509], [4.63650, -1.53050, -2.97584], [4.98537, -3.28598, -5.20412], [5.92110, -3.68966, -3.74013], [6.65789, -3.00643, -5.17962], [-0.71169, 0.14824, -1.30700], [-0.52295, -1.38100, -0.92485], [-0.32950, -1.45254, 0.41127], [-0.52316, -0.00925, 1.21519], [0.76668, 0.42059, 1.69209], [-1.58637, -0.10453, 2.18155], [-1.04550, 0.82052, -0.10550], [-1.38213, 0.40990, -2.12562], [0.28767, 0.47281, -1.59687], [0.41225, -1.81708, -1.27605], [-1.36395, -1.97752, -1.27837], [-2.68907, -3.78635, 1.76070], [-3.42994, -3.78832, 3.05946], [-4.68426, -3.24602, 2.98126], [-5.04235, -2.84578, 1.39563], [-5.75479, -1.51833, 1.37708], [-5.55895, -4.04341, 0.75791], [-3.41160, -2.66040, 1.17855], [-2.85462, -4.67070, 1.14538], [-1.65423, -3.47516, 1.90336], [-2.97230, -3.15209, 3.81701], [-3.51289, -4.81801, 3.40724], [0.87443, -0.94869, -4.25844], [-0.47604, -1.01056, -4.40245], [-0.84481, -2.35242, -4.09127], [0.33895, -3.00546, -3.78469], [1.39070, -2.15180, -3.89025], [1.45032, -0.18168, -4.57492], [-0.99621, -0.14976, -4.79596], [-1.79872, -2.83269, -4.25188], [0.50413, -4.04136, -3.52774], [2.45609, -2.31525, -3.82236], [-2.79270, 2.73665, 1.63545], [-3.67021, 1.83072, 1.01831], [-4.71154, 2.54828, 0.52933], [-4.57436, 3.86853, 0.88006], [-3.48080, 3.97034, 1.72588], [-1.92953, 2.47878, 2.09210], [-3.53096, 0.76901, 0.87766], [-5.44606, 2.17722, -0.17010], [-5.25347, 4.68365, 0.67812], [-3.10964, 4.71361, 2.41595], [1.47018, -0.30457, 6.17995], [1.23461, -0.58297, 4.87338], [0.32961, -1.60256, 4.74615], [-0.14423, -1.82308, 6.02944], [0.70022, -1.16364, 6.92138], [2.13522, 0.38588, 6.49790], [1.76944, 0.05732, 4.18754], [0.00661, -2.00062, 3.79556], [-0.88473, -2.53304, 6.36710], [0.72652, -1.13017, 8.00054], [-3.88014, -1.06164, -3.14417], [-4.43096, -0.35841, -2.12646], [-5.48071, 0.32713, -2.62787], [-5.59395, -0.02870, -3.94157], [-4.60512, -0.92343, -4.27920], [-3.01480, -1.56896, -3.02618], [-4.01922, -0.47235, -1.13455], [-6.11180, 1.04303, -2.12227], [-6.45593, 0.26447, -4.52247], [-4.38297, -1.52232, -5.15006], [5.32538, 2.25754, -2.26119], [5.14785, 3.56333, -2.47389], [3.76500, 3.76008, -2.32495], [3.20204, 2.57625, -1.87774], [4.14651, 1.65324, -1.93531], [6.19187, 1.76270, -2.41747], [5.97789, 4.13487, -2.86219], [3.18680, 4.66865, -2.40611], [2.16740, 2.55419, -1.56882], [4.22883, 0.60179, -1.70275], [2.84159, 1.90780, -4.83443], [3.60939, 1.51533, -5.94847], [2.83709, 1.63668, -7.07654], [1.52590, 1.90628, -6.73130], [1.53861, 2.06669, -5.33702], [3.20956, 1.87679, -3.89436], [4.66217, 1.33889, -5.78442], [3.10450, 1.39713, -8.09512], [0.62965, 2.03026, -7.32103], [0.74313, 2.21372, -4.62148], [2.75903, -1.36039, 0.67077], [3.18288, -2.03793, 1.77794], [3.84423, -3.12195, 1.21390], [3.76430, -3.15909, -0.17408], [3.04736, -2.02435, -0.41599], [2.31844, -0.45441, 0.74276], [3.01409, -1.59391, 2.74786], [4.23221, -3.92578, 1.82196], [4.19830, -3.75706, -0.96178], [2.83708, -1.58459, -1.37973], [-2.58624, 3.30769, -7.08012], [-2.83243, 3.38258, -5.75843], [-3.21607, 2.20085, -5.26348], [-3.44246, 1.36532, -6.34979], [-3.03717, 2.08692, -7.47743], [-2.32681, 4.08328, -7.67279], [-2.53848, 4.28486, -5.24279], [-3.36216, 2.00556, -4.21137], [-3.80667, 0.35341, -6.25086], [-3.08785, 1.82641, -8.52431], [0.81859, 4.91701, 0.89015], [0.37334, 5.62548, 1.94454], [1.41492, 6.24922, 2.57067], [2.54472, 5.91216, 1.84585], [2.18797, 4.96853, 0.90001], [0.22184, 4.58680, 0.14520], [-0.67058, 5.62975, 2.22130], [1.28948, 6.96189, 3.37240], [3.58459, 6.18959, 1.93585], [2.77974, 4.56775, 0.09032]],
  "forces_ev_per_a": [[-1.44, 0.12, -0.34], [0.33, -0.79, 1.67], [-1.91, -0.37, -2.96], [0.83, 2.18, 1.34], [0.07, -0.95, 0.62], [1.12, 0.21, -0.08], [1.03, -0.32, -0.33], [-0.02, 0.62, 0.14], [0.82, -0.88, 0.55], [0.08, 0.09, -0.94], [-0.49, 0.67, 0.59], [-0.26, -0.02, 0.20], [0.08, -0.48, -0.08], [-0.22, -0.12, -0.40], [-0.92, -0.76, -0.95], [-0.99, 0.70, -1.21], [2.21, 0.58, 1.79], [-1.26, -0.20, -0.13], [-0.06, -0.57, 0.53], [-0.18, 0.60, 0.33], [1.08, -0.24, -0.39], [0.59, -0.54, -0.52], [-1.06, 0.45, 0.79], [0.70, -0.99, -1.31], [0.64, 0.90, 0.84], [-0.23, 0.01, -0.03], [-0.73, 0.12, -0.05], [-0.02, 0.05, 0.18], [0.61, 0.32, -0.58], [-1.97, -0.44, -0.50], [0.81, 1.04, 1.42], [0.42, -0.62, -0.19], [-0.10, 0.25, -0.24], [-0.57, -0.04, -0.25], [0.83, -0.46, 0.35], [0.55, -1.17, -0.87], [-0.95, 0.42, 0.42], [0.44, 0.00, -0.31], [0.80, 0.25, -0.43], [-0.21, -0.22, 0.09], [-0.57, 0.40, 0.50], [-0.17, 0.29, 0.54], [-1.14, 0.21, -1.16], [1.61, -2.40, -2.07], [-1.04, 0.94, 1.34], [0.14, 0.88, 1.52], [-0.67, 0.08, -0.16], [0.91, 0.15, 0.53], [0.22, 0.11, -0.04], [-0.50, -1.02, 0.89], [-0.29, -0.25, -2.30], [2.56, -0.69, 0.55], [-1.75, 1.41, 1.43], [0.56, 0.47, -0.11], [-0.17, -0.19, 0.21], [-0.39, 0.37, -0.58], [0.68, 0.68, 0.68], [-1.36, 2.96, -1.50], [-2.35, -1.42, -1.92], [3.63, -1.97, 2.99], [-0.60, -0.56, -0.10], [-0.19, 0.10, -0.42], [0.14, 0.20, 0.38], [0.05, -0.28, -0.25], [-1.27, -0.79, 2.28], [-0.18, -0.13, -0.36], [2.10, -0.44, -2.81], [-0.55, 0.48, 0.52], [-0.29, 0.32, 0.13], [0.20, 0.90, 0.39], [2.00, -1.14, -0.29], [-0.34, 0.59, -3.00], [-0.51, 1.68, 4.48], [-0.51, -0.80, -0.63], [-1.03, -0.15, -0.87], [0.97, 0.13, -1.13], [0.15, -0.61, 1.98], [-0.37, -0.27, 0.48], [0.03, 0.36, -0.21], [-0.24, 0.28, -1.13], [-0.11, -0.15, 0.33], [-1.38, 1.47, -0.29], [1.47, -1.78, 2.59], [-3.43, 1.07, -2.20], [0.02, 1.63, 2.16], [2.63, -4.46, -0.27], [0.77, 2.01, 0.39], [-0.98, 0.69, -2.46], [0.33, 0.02, 0.06], [-0.16, -0.18, -0.42], [0.73, -0.39, -0.04], [0.10, 0.04, 0.39], [0.50, 0.47, -0.14], [-0.25, -1.64, 0.13], [-0.32, 2.11, -0.96], [0.95, -1.65, 0.47], [0.25, 0.40, -0.31], [-0.18, 0.21, 0.08], [-0.26, -0.15, 0.10], [-0.09, 0.23, 0.23], [-0.37, -0.06, 0.01], [-0.15, 0.08, 0.19], [-2.39, -0.26, 0.53], [1.20, 0.43, -0.23], [-0.65, -1.23, -1.58], [0.34, 2.17, 2.06], [1.21, -1.36, -0.91], [-0.26, 0.22, 0.32], [0.50, 0.25, 0.22], [-0.16, -0.23, 0.31], [-0.11, -0.10, 0.08], [0.01, 0.24, -0.46], [-0.44, -0.93, 0.14], [1.40, 1.05, -0.79], [-0.02, 1.30, -1.10], [0.77, -1.58, 2.32], [-0.98, 0.91, -0.04], [-0.06, -0.37, 0.09], [-0.14, -0.36, -0.55], [-0.27, 0.07, 0.13], [0.02, -0.11, -0.19], [-0.19, -0.03, -0.12], [0.99, -0.92, 0.56], [1.23, -0.12, 0.98], [-0.57, 1.10, 1.60], [-1.36, -0.43, -2.55], [-0.20, 0.16, 0.15], [-0.27, -0.21, -0.25], [-0.03, 0.30, 0.00], [-0.04, -0.28, 0.14], [0.30, 0.01, -0.42], [-0.09, 0.25, 0.01], [0.78, -1.29, -0.05], [-1.52, 0.93, -0.81], [1.43, 2.19, 0.24], [-2.35, 1.23, 0.16], [2.36, -2.97, 0.89], [-0.23, 0.00, 0.03], [-0.33, 0.33, 0.15], [0.38, 0.16, -0.13], [0.00, -0.59, -0.08], [-0.51, -0.01, 0.05], [-0.68, -1.34, -3.51], [-0.06, 1.25, 1.25], [1.00, -1.23, -1.08], [-0.92, 0.77, 2.89], [0.53, 0.10, 0.60], [-0.54, 0.15, 0.06], [-0.03, -0.05, -0.31], [0.47, 0.08, 0.11], [0.22, -0.13, -0.14], [-0.16, 0.31, -0.18], [-1.02, 1.50, 2.01], [0.57, -0.22, -1.51], [0.58, -1.94, 2.94], [-0.40, 1.05, -0.03], [0.24, 0.53, -3.73], [-0.09, -0.13, -0.19], [0.09, -0.46, -0.03], [0.29, -0.01, 0.03], [-0.06, -0.31, 0.48], [-0.16, -0.02, -0.02], [-0.94, -0.21, -0.55], [1.93, 2.62, 1.21], [-0.83, -0.20, 1.34], [0.57, -0.26, -1.54], [-0.39, -1.49, -0.37], [-0.15, -0.31, 0.13], [-0.04, -0.07, 0.13], [-0.14, -0.22, -0.18], [0.06, 0.21, -0.52], [0.13, -0.06, 0.11], [0.45, -0.69, 0.16], [-1.39, 0.41, 0.43], [-0.87, 0.81, 0.42], [1.93, -1.49, -0.61], [-0.11, 1.26, -0.97], [0.08, -0.43, 0.25], [0.00, 0.09, -0.21], [0.19, -0.19, 0.08], [-0.10, 0.24, 0.45], [-0.08, -0.09, 0.11]],
  "mulliken_charge": [-0.459, 1.072, -0.540, -0.627, 0.372, 0.089, 0.096, -0.659, 1.063, -0.558, -0.561, 0.349, 0.388, 0.032, 0.069, 1.173, -0.629, -0.671, -0.238, 0.036, 0.037, -0.861, 0.909, -0.235, -0.609, 0.330, 0.394, 0.089, -0.134, 0.942, -0.531, -0.583, 0.154, 0.348, -0.220, -0.807, 0.706, -0.512, -0.225, 0.285, 0.342, 0.192, -0.531, 0.965, -0.492, -0.591, 0.340, 0.209, 0.070, -0.077, 0.890, -0.582, -0.522, 0.290, 0.035, 0.018, -0.833, 0.744, -0.298, -0.491, 0.303, 0.302, 0.310, -0.944, 0.784, -0.507, -0.290, 0.308, 0.318, 0.363, 0.724, 0.511, -0.468, 0.945, -1.007, 0.057, 0.091, 0.080, -0.359, -0.077, -0.567, 0.846, -0.202, -0.425, 1.126, -0.331, -0.594, -0.220, 0.114, -0.635, 0.166, 0.419, 0.659, -1.359, -0.582, -0.531, -0.854, 0.154, 0.746, 0.788, 0.559, 0.420, 1.189, -0.334, 0.159, -1.359, -0.526, -0.305, -0.339, 0.296, 0.649, 0.558, 0.415, -1.181, 0.214, -1.097, -1.233, 0.262, 0.698, 0.874, 0.483, 0.482, 0.597, -0.603, -0.430, -1.185, -0.815, -0.033, 0.630, 0.596, 0.372, 0.782, 0.324, -1.097, 0.078, 0.590, -3.139, 0.233, 0.498, 0.456, 0.879, 1.086, 0.422, -0.310, -0.974, -0.336, -1.793, 0.414, 0.442, 0.387, 0.562, 1.290, 1.602, 0.614, -1.222, -1.560, -0.582, -0.094, -0.490, 0.410, 0.576, 0.835, 0.090, -0.831, 1.210, -0.582, -1.035, 0.208, 0.283, -0.218, 0.392, 0.403, 0.447, -0.222, -0.987, -0.587, -0.530, 0.309, 0.399, 0.492, 0.435, 0.313],
  "homo_energy_ev": -8.007
}

---

Max |F| per entry: 3.55; 5.18 eV/A